{
  "formula": "C29H40Cl2NOP3Re",
  "method": "ωB97M-V with the def2-TZVPD basis set",
  "spin_multiplicity": 4,
  "s_squared": 3.79,
  "orbital_gap_ev": [7.13, 5.20],
  "energy_ev": -89285.8814,
  "total_charge": 2,
  "e_lumo_ev": [-5.2672, -8.2202],
  "symbols": ["P", "C", "C", "H", "C", "H", "C", "H", "C", "H", "C", "H", "C", "C", "H", "C", "H", "C", "H", "C", "H", "C", "H", "C", "C", "H", "C", "H", "C", "H", "C", "H", "C", "H", "Re", "C", "C", "H", "C", "O", "H", "C", "H", "C", "Cl", "Cl", "P", "C", "H", "H", "H", "C", "H", "H", "H", "C", "H", "H", "H", "P", "C", "C", "H", "H", "H", "H", "H", "H", "C", "H", "H", "H", "H", "N", "H", "H", "H"],
  "xyz": [[1.303, 1.804, -6.033], [2.972, 1.731, -5.378], [3.808, 1.049, -6.289], [3.417, 0.282, -6.948], [5.132, 1.436, -6.404], [5.726, 1.065, -7.244], [5.690, 2.337, -5.504], [6.728, 2.677, -5.615], [4.913, 2.796, -4.436], [5.370, 3.412, -3.669], [3.562, 2.501, -4.348], [2.975, 2.808, -3.481], [0.440, 0.208, -6.018], [1.019, -0.991, -5.537], [1.832, -0.945, -4.806], [0.515, -2.211, -5.973], [0.975, -3.131, -5.613], [-0.549, -2.253, -6.885], [-0.860, -3.215, -7.298], [-1.214, -1.072, -7.234], [-2.062, -1.115, -7.923], [-0.773, 0.150, -6.743], [-1.339, 1.057, -6.962], [0.354, 3.254, -5.498], [0.542, 4.176, -6.547], [1.248, 3.996, -7.350], [-0.267, 5.289, -6.678], [-0.157, 5.931, -7.551], [-1.241, 5.577, -5.712], [-1.886, 6.455, -5.803], [-1.350, 4.719, -4.612], [-2.075, 4.954, -3.832], [-0.573, 3.570, -4.480], [-0.673, 2.967, -3.580], [-0.107, -0.142, 0.234], [-1.938, -1.055, -0.373], [-2.245, -1.052, -1.680], [-2.631, -1.517, 0.350], [-1.307, -0.302, -2.624], [-2.044, 0.852, -3.159], [-1.535, 1.103, -3.941], [-0.174, 0.148, -1.826], [-0.900, -0.929, -3.441], [0.780, 0.743, -1.174], [-0.922, -0.723, 2.486], [1.790, 0.768, 1.416], [1.217, -2.014, -0.219], [2.144, -2.494, 1.271], [1.440, -2.846, 2.032], [2.655, -1.603, 1.656], [2.875, -3.272, 1.025], [0.292, -3.487, -0.747], [-0.157, -3.302, -1.731], [-0.512, -3.685, -0.030], [0.953, -4.360, -0.811], [2.551, -1.980, -1.488], [3.072, -1.018, -1.459], [2.138, -2.118, -2.494], [3.278, -2.779, -1.299], [-3.771, -1.742, -2.377], [-4.434, -2.793, -1.092], [-3.450, -2.706, -3.858], [-4.624, -2.182, -0.203], [-3.684, -3.551, -0.839], [-5.362, -3.280, -1.413], [-3.089, -2.066, -4.674], [-4.357, -3.227, -4.196], [-2.675, -3.452, -3.647], [-4.940, -0.439, -2.766], [-5.102, 0.172, -1.871], [-5.908, -0.837, -3.103], [-4.526, 0.217, -3.540], [1.647, 1.311, -1.418], [-0.938, 1.870, 0.567], [-0.362, 2.544, 0.057], [-1.881, 1.915, 0.199], [-0.936, 2.163, 1.549]],
  "mulliken_charge": [0.0907, 0.9070, -0.3982, 0.4195, -0.6864, 0.3894, -0.4151, 0.4183, -0.5382, 0.4279, -0.6313, 0.3716, 0.5242, -0.3902, 0.5421, -0.4967, 0.4739, -0.6131, 0.4477, -0.8239, 0.4595, -0.3307, 0.4636, 0.9231, -0.5295, 0.4199, -0.6939, 0.4043, -0.5914, 0.4095, -0.5323, 0.4195, -0.0256, 0.2616, 1.4956, -1.5758, 0.5560, 0.2091, 1.2194, -0.6395, 0.1452, 0.6483, -0.3218, -2.3613, -0.4464, -0.4098, 0.7544, -1.3331, 0.3724, 0.3449, 0.4586, -1.1933, 0.1434, 0.3283, 0.4955, -1.2083, 0.3501, 0.1211, 0.5320, 1.5800, -1.3881, -1.1751, 0.4755, 0.3995, 0.4301, 0.2419, 0.4764, 0.3942, -1.3280, 0.4292, 0.4592, 0.3460, 0.7442, -0.7268, 0.2849, 0.2654, 0.3302]
}